# 1
A cluster of 3 separate species, C42H77FN3O5 in total at a distorted geometry. Source: OMol25; level of theory: wB97M-V/def2-TZVPD.

Results
<S²>	2.008
maximum force	2.06	eV/A
2S+1	3
charge	+1
HOMO level (alpha / beta)	-9.73 / -10.65	eV
total energy	-62218.961	eV
lowest unoccupied orbital energy (alpha / beta)	-4.37 / -4.37	eV

```
128
Properties=species:S:1:pos:R:3:forces:R:3:mulliken_spin:R:1
C -6.901 -1.496 -2.909 0.2 -0.2 0.0 0.00
C -5.448 -1.177 -2.499 -0.7 -0.1 -0.1 0.00
C -4.632 -0.439 -3.573 -0.1 -0.3 0.4 0.00
C -3.524 -1.288 -4.194 -0.4 0.6 -0.1 0.00
C -4.102 -2.451 -5.001 0.6 -0.3 -0.3 0.00
C -3.242 -3.730 -5.034 -0.5 0.2 0.1 0.00
C -2.795 -4.248 -3.662 0.1 -0.6 -0.3 0.00
C -1.342 -4.737 -3.572 0.0 0.6 0.4 0.00
C -0.293 -3.831 -4.243 0.3 -0.6 0.0 0.00
C 0.826 -3.374 -3.293 -0.2 0.2 -0.5 0.00
C 0.434 -2.034 -2.680 0.2 -0.6 0.0 0.00
C 1.513 -1.404 -1.816 -0.2 0.7 0.2 0.00
C 0.886 -0.264 -1.027 0.2 -0.8 -0.3 0.00
O 1.915 0.685 -0.635 0.4 -0.4 -0.3 0.00
C 1.463 1.778 -0.074 0.5 0.3 0.1 0.00
O 0.345 1.973 0.266 -1.5 0.3 0.4 0.00
C 2.505 2.854 0.039 0.8 0.1 -0.1 0.00
C 3.490 2.864 -0.962 0.3 0.9 0.5 0.00
C 4.452 3.854 -0.942 -0.5 -0.5 -0.2 0.00
N 4.409 4.794 0.019 -0.4 -0.2 0.2 0.00
C 3.483 4.827 1.002 -0.2 -0.7 0.1 0.00
C 3.569 5.949 1.986 -0.5 0.0 -0.6 0.00
C 2.380 6.938 1.771 0.1 0.3 0.0 0.00
C 2.793 8.219 1.031 0.1 -0.5 -0.3 0.00
O 1.765 7.186 3.014 0.1 0.0 0.2 0.00
C 2.489 3.820 1.057 0.4 0.4 -0.4 0.00
C 1.483 3.812 2.183 0.4 -0.6 0.2 0.00
C 1.639 2.565 3.090 -0.2 0.2 -0.2 0.00
F 0.470 1.840 3.140 -0.2 -0.1 -0.1 0.00
H -6.981 -2.501 -3.317 0.0 -0.1 -0.2 0.00
H -7.272 -0.804 -3.660 -0.1 0.1 0.0 0.00
H -7.565 -1.467 -2.050 -0.1 0.1 0.1 0.00
H -4.991 -2.129 -2.234 0.3 0.0 0.1 0.00
H -5.511 -0.594 -1.584 0.3 0.2 0.1 0.00
H -5.316 -0.137 -4.365 0.0 0.2 -0.1 0.00
H -4.229 0.473 -3.137 0.2 0.1 -0.1 0.00
H -2.824 -1.606 -3.425 0.0 -0.1 0.1 0.00
H -2.973 -0.618 -4.855 0.3 -0.1 -0.2 0.00
H -4.183 -2.105 -6.030 -0.3 0.0 -0.1 0.00
H -5.109 -2.718 -4.692 -0.1 0.1 0.3 0.00
H -3.858 -4.506 -5.485 0.0 -0.1 -0.2 0.00
H -2.420 -3.569 -5.727 0.3 0.0 0.1 0.00
H -2.970 -3.532 -2.864 0.0 0.3 0.0 0.00
H -3.431 -5.100 -3.426 -0.1 0.0 0.2 0.00
H -1.235 -5.764 -3.908 -0.1 -0.1 -0.3 0.00
H -1.088 -4.766 -2.512 0.0 -0.2 0.1 0.00
H 0.137 -4.369 -5.085 0.1 0.0 -0.1 0.00
H -0.740 -2.939 -4.677 -0.2 0.1 0.0 0.00
H 1.015 -4.119 -2.522 0.0 -0.1 0.1 0.01
H 1.748 -3.283 -3.867 0.2 0.2 0.0 0.00
H -0.484 -2.205 -2.111 -0.1 0.1 0.2 0.00
H 0.169 -1.352 -3.487 0.0 0.2 -0.1 0.00
H 2.284 -0.961 -2.446 0.2 -0.2 -0.1 0.00
H 1.969 -2.130 -1.150 0.1 -0.1 0.1 0.00
H 0.384 -0.659 -0.152 -0.1 0.3 0.2 0.00
H 0.174 0.243 -1.670 -0.2 0.3 0.1 0.00
H 3.489 2.115 -1.733 0.1 -0.1 -0.1 0.00
H 5.239 3.917 -1.673 0.1 0.1 0.0 0.00
H 5.102 5.531 0.026 0.1 0.0 -0.1 0.00
H 3.480 5.544 2.986 0.2 0.0 0.2 0.00
H 4.516 6.466 1.863 0.2 0.0 0.2 0.00
H 1.630 6.435 1.163 -0.1 -0.1 0.0 0.00
H 3.867 8.266 0.874 0.2 0.2 0.2 0.00
H 2.465 9.104 1.564 0.0 0.2 0.0 0.00
H 2.348 8.241 0.042 -0.2 0.1 -0.1 0.00
H 1.922 8.090 3.300 0.0 0.1 0.0 0.00
H 1.595 4.676 2.821 -0.1 0.3 -0.1 0.00
H 0.481 3.802 1.772 -0.2 0.0 0.0 0.00
H 2.422 1.907 2.716 0.1 -0.1 0.1 0.00
H 1.851 2.872 4.110 0.2 0.0 0.1 0.00
C 4.216 -8.882 -3.787 0.0 -0.3 0.2 0.01
C 3.823 -7.625 -2.989 0.4 -0.7 -1.2 0.02
C 5.045 -7.048 -2.271 0.1 0.1 0.5 0.02
C 5.480 -7.871 -1.061 -0.1 0.0 0.0 -0.02
C 4.312 -8.050 -0.096 0.3 0.3 -0.1 0.02
C 3.073 -8.654 -0.757 -0.1 -1.5 0.3 0.01
N 2.721 -7.925 -2.020 0.7 1.7 1.0 0.39
O 2.089 -6.835 -1.723 -0.5 -0.2 -0.4 0.55
C 3.310 -10.155 -1.024 0.1 0.0 -0.1 0.02
C 1.898 -8.592 0.214 -0.2 0.4 0.0 -0.01
C 3.353 -6.633 -4.050 -0.3 0.4 0.2 -0.03
H 5.105 -8.676 -4.384 0.0 0.1 0.0 0.00
H 4.447 -9.751 -3.179 0.0 0.1 0.0 0.00
H 3.415 -9.168 -4.469 0.0 0.0 0.0 0.00
H 4.822 -6.028 -1.940 -0.1 0.0 0.0 0.01
H 5.870 -6.968 -2.982 -0.1 0.0 -0.1 0.00
H 5.872 -8.840 -1.382 0.0 0.0 0.0 0.00
H 6.300 -7.363 -0.550 0.0 0.0 0.0 0.00
H 4.612 -8.685 0.741 -0.1 -0.1 0.0 0.00
H 4.057 -7.074 0.330 -0.1 0.0 -0.1 0.00
H 2.570 -10.551 -1.721 0.0 0.0 0.0 -0.01
H 3.220 -10.715 -0.094 -0.1 0.1 0.1 0.00
H 4.304 -10.378 -1.407 0.0 0.0 0.0 0.00
H 1.703 -7.579 0.562 0.0 0.0 -0.1 0.00
H 2.124 -9.200 1.089 0.1 -0.1 0.0 0.00
H 0.988 -8.979 -0.245 0.0 0.0 0.0 0.00
H 2.446 -6.980 -4.546 0.0 0.0 0.1 0.00
H 4.130 -6.529 -4.807 0.1 -0.1 0.0 0.00
H 3.160 -5.640 -3.645 -0.1 -0.1 0.1 0.01
C -1.892 4.857 5.098 -0.2 -0.1 0.2 0.02
C -2.129 6.266 4.521 0.8 -1.2 0.3 0.01
C -1.639 7.332 5.503 -0.2 0.4 0.3 0.03
C -2.559 7.509 6.709 0.0 0.0 -0.1 -0.02
C -3.986 7.799 6.246 0.4 0.2 0.0 0.03
C -4.532 6.740 5.287 -0.9 -0.9 0.8 0.02
N -3.567 6.468 4.174 0.4 1.9 0.0 0.36
O -3.671 7.378 3.260 -0.2 -0.5 -0.3 0.56
C -4.855 5.452 6.075 0.2 -0.1 0.0 0.02
C -5.861 7.212 4.707 0.0 0.2 -0.3 0.00
C -1.272 6.322 3.264 -0.3 0.2 -0.4 -0.01
H -0.867 4.778 5.467 0.0 0.1 -0.1 0.00
H -2.539 4.592 5.927 0.0 0.1 0.0 0.00
H -2.028 4.098 4.325 0.0 0.0 0.0 -0.01
H -1.560 8.293 4.983 -0.1 0.0 -0.1 0.00
H -0.631 7.076 5.835 0.0 -0.1 -0.1 0.00
H -2.527 6.621 7.345 0.0 0.0 0.0 0.00
H -2.201 8.338 7.323 0.0 0.0 0.0 0.00
H -4.651 7.872 7.109 -0.1 -0.1 0.0 0.00
H -4.003 8.777 5.756 0.0 -0.1 -0.1 0.00
H -4.990 4.605 5.402 0.0 0.0 0.0 -0.01
H -5.783 5.583 6.630 0.0 0.1 -0.1 0.00
H -4.102 5.193 6.817 0.0 0.0 -0.1 0.00
H -5.776 8.178 4.215 0.1 -0.1 -0.1 0.00
H -6.586 7.319 5.513 0.0 -0.1 0.1 0.00
H -6.254 6.492 3.988 0.0 0.0 0.0 0.00
H -1.643 5.625 2.509 -0.1 0.0 0.0 -0.01
H -0.253 6.045 3.509 0.1 -0.1 0.2 0.00
H -1.243 7.317 2.823 -0.1 0.0 0.0 0.00
```
Positions in Å, forces in eV/Å.

# 2
The molecule C4H5NO at a distorted geometry. Source: OMol25; level of theory: wB97M-V/def2-TZVPD.

Results
energy relative to the best compared isomer or geometry (same formula, charge and spin)	225.4	kJ/mol
maximum force	1.61	eV/A
HOMO level	-8.08	eV
total energy	-7764.190	eV
lowest unoccupied orbital energy	0.64	eV

```
11
Properties=species:S:1:pos:R:3:forces:R:3:mulliken_charge:R:1
C 1.945 0.130 0.219 0.6 -0.5 -0.2 -1.01
C 0.573 0.417 -0.097 -1.6 0.0 0.4 0.70
N -0.427 1.019 0.208 0.6 0.0 -0.3 -0.30
C -1.685 0.542 0.085 -0.7 -0.1 0.0 -0.66
C -1.686 -0.763 -0.390 0.4 0.2 0.2 0.21
O -0.569 -1.302 -0.626 0.8 0.3 0.1 -0.61
H 2.105 -0.284 1.201 -0.3 -0.2 0.5 0.27
H 2.600 0.983 0.149 -0.1 0.6 -0.3 0.35
H 2.279 -0.583 -0.501 0.5 -0.6 -0.5 0.30
H -2.521 1.167 0.301 -0.3 0.1 0.0 0.41
H -2.615 -1.327 -0.549 0.3 0.2 -0.1 0.36
```
Positions in Å, forces in eV/Å.

# 3
The molecule C5H10O. Source: OMol25; level of theory: wB97M-V/def2-TZVPD.

Results
energy relative to the best compared isomer or geometry (same formula, charge and spin)	546.1	kJ/mol
maximum force	0.90	eV/A
HOMO level (alpha / beta)	-6.85 / -7.54	eV
total energy	-7389.106	eV
lowest unoccupied orbital energy (alpha / beta)	-0.24 / 0.36	eV

```
16
Properties=species:S:1:pos:R:3:forces:R:3:mulliken_charge:R:1
C -1.346 -0.252 1.556 -0.1 -0.2 0.0 -1.32
C -0.688 0.444 0.397 0.2 0.3 0.8 -0.47
C 0.778 0.168 0.170 0.0 -0.2 -0.3 0.02
C 1.090 0.872 -1.161 0.1 0.1 0.0 -0.51
O 0.141 0.132 -1.959 -0.5 0.6 -0.1 -0.48
C 0.582 -1.166 -0.509 0.2 -0.7 0.5 -0.50
H -1.026 0.148 2.533 0.0 0.0 -0.2 0.27
H -1.098 -1.325 1.583 0.0 0.2 0.0 0.31
H -2.439 -0.173 1.514 0.2 0.0 0.0 0.35
H -0.950 1.508 0.319 0.0 -0.2 -0.1 0.33
H -0.691 0.218 -1.308 0.4 -0.2 -0.7 0.54
H 1.539 0.251 0.963 -0.2 0.0 -0.1 0.39
H 2.097 0.665 -1.535 -0.1 0.0 0.1 0.30
H 0.888 1.947 -1.203 0.0 -0.1 0.0 0.29
H 1.326 -1.598 -1.181 -0.2 0.1 0.2 0.26
H -0.203 -1.838 -0.178 0.1 0.1 0.0 0.22
```
Positions in Å, forces in eV/Å.

# 4
The ion C2H5N3P with charge +1 at a distorted geometry. Source: OMol25; level of theory: wB97M-V/def2-TZVPD.

Results
structure (SMILES)	[H]/N=P/NC=[N+]=C
energy relative to the best compared isomer or geometry (same formula, charge and spin)	120.9	kJ/mol
maximum force	4.54	eV/A
charge	+1
HOMO level	-14.36	eV
total energy	-15905.283	eV
lowest unoccupied orbital energy	-4.73	eV

```
11
Properties=species:S:1:pos:R:3:forces:R:3:mulliken_charge:R:1
H -2.020 -0.967 2.200 0.4 -0.2 -0.2 0.30
N -1.509 -1.062 1.320 -1.7 0.8 0.5 -0.35
P -0.080 -1.501 1.141 1.1 -0.7 0.3 0.18
N 0.009 -1.292 -0.629 0.1 0.2 0.7 -0.23
C 0.245 -0.165 -1.226 0.0 -0.5 -0.8 0.14
N 0.617 0.851 -0.634 1.4 3.2 3.0 -0.09
C 0.833 1.776 0.172 -3.3 0.4 0.3 -0.24
H -0.066 -2.042 -1.236 -0.4 -1.9 -1.2 0.27
H 0.255 0.054 -2.248 -0.4 -0.9 -2.0 0.40
H -0.066 2.354 0.588 1.3 -0.7 -0.7 0.29
H 1.782 1.996 0.552 1.6 0.4 0.2 0.33
```
Positions in Å, forces in eV/Å.

> The lowest maximum force belongs to which entry?

C5H10O

> Look up the maximum force of the first one.

2.06 eV/A

What did the third record say?
The molecule C5H10O. Source: OMol25; level of theory: wB97M-V/def2-TZVPD.

Results
energy relative to the best compared isomer or geometry (same formula, charge and spin)	546.1	kJ/mol
maximum force	0.90	eV/A
HOMO level (alpha / beta)	-6.85 / -7.54	eV
total energy	-7389.106	eV
lowest unoccupied orbital energy (alpha / beta)	-0.24 / 0.36	eV

```
16
Properties=species:S:1:pos:R:3:forces:R:3:mulliken_charge:R:1
C -1.346 -0.252 1.556 -0.1 -0.2 0.0 -1.32
C -0.688 0.444 0.397 0.2 0.3 0.8 -0.47
C 0.778 0.168 0.170 0.0 -0.2 -0.3 0.02
C 1.090 0.872 -1.161 0.1 0.1 0.0 -0.51
O 0.141 0.132 -1.959 -0.5 0.6 -0.1 -0.48
C 0.582 -1.166 -0.509 0.2 -0.7 0.5 -0.50
H -1.026 0.148 2.533 0.0 0.0 -0.2 0.27
H -1.098 -1.325 1.583 0.0 0.2 0.0 0.31
H -2.439 -0.173 1.514 0.2 0.0 0.0 0.35
H -0.950 1.508 0.319 0.0 -0.2 -0.1 0.33
H -0.691 0.218 -1.308 0.4 -0.2 -0.7 0.54
H 1.539 0.251 0.963 -0.2 0.0 -0.1 0.39
H 2.097 0.665 -1.535 -0.1 0.0 0.1 0.30
H 0.888 1.947 -1.203 0.0 -0.1 0.0 0.29
H 1.326 -1.598 -1.181 -0.2 0.1 0.2 0.26
H -0.203 -1.838 -0.178 0.1 0.1 0.0 0.22
```
Positions in Å, forces in eV/Å.

What did the second record say?
The molecule C4H5NO at a distorted geometry. Source: OMol25; level of theory: wB97M-V/def2-TZVPD.

Results
energy relative to the best compared isomer or geometry (same formula, charge and spin)	225.4	kJ/mol
maximum force	1.61	eV/A
HOMO level	-8.08	eV
total energy	-7764.190	eV
lowest unoccupied orbital energy	0.64	eV

```
11
Properties=species:S:1:pos:R:3:forces:R:3:mulliken_charge:R:1
C 1.945 0.130 0.219 0.6 -0.5 -0.2 -1.01
C 0.573 0.417 -0.097 -1.6 0.0 0.4 0.70
N -0.427 1.019 0.208 0.6 0.0 -0.3 -0.30
C -1.685 0.542 0.085 -0.7 -0.1 0.0 -0.66
C -1.686 -0.763 -0.390 0.4 0.2 0.2 0.21
O -0.569 -1.302 -0.626 0.8 0.3 0.1 -0.61
H 2.105 -0.284 1.201 -0.3 -0.2 0.5 0.27
H 2.600 0.983 0.149 -0.1 0.6 -0.3 0.35
H 2.279 -0.583 -0.501 0.5 -0.6 -0.5 0.30
H -2.521 1.167 0.301 -0.3 0.1 0.0 0.41
H -2.615 -1.327 -0.549 0.3 0.2 -0.1 0.36
```
Positions in Å, forces in eV/Å.